[1]
{
  "formula": "C16H24F16IO4P2",
  "method": "ωB97M-V/def2-TZVPD",
  "elements": ["C", "C", "I", "C", "P", "C", "C", "C", "O", "P", "O", "H", "H", "H", "H", "H", "H", "H", "H", "H", "H", "H", "H", "H", "H", "H", "H", "C", "C", "C", "F", "F", "F", "F", "O", "C", "C", "F", "F", "F", "F", "H", "H", "H", "H", "C", "C", "C", "F", "F", "F", "F", "O", "C", "C", "F", "F", "F", "F", "H", "H", "H", "H"],
  "xyz": [[1.7140, -0.6272, -2.2305], [0.5386, 0.3000, -2.7641], [1.1768, 2.3979, -2.5694], [-0.7487, 0.1041, -1.8585], [-2.3425, 0.5141, -2.7474], [-3.2714, 1.8605, -1.8548], [-2.9824, 3.3206, -2.3701], [-3.1577, 3.5055, -3.9151], [-1.9940, 3.1283, -4.6750], [-3.6224, -1.2862, -2.5728], [-4.9234, -0.9405, -3.2883], [2.3205, -1.0596, -3.0568], [2.3934, 0.0306, -1.6495], [1.3545, -1.4151, -1.5293], [0.3575, 0.0314, -3.8272], [-0.7491, -0.9767, -1.5583], [-0.6178, 0.7594, -0.9640], [-2.1532, 0.7319, -4.1388], [-2.9390, 1.8108, -0.7835], [-4.3611, 1.6206, -1.8720], [-2.0044, 3.7159, -1.9914], [-3.7548, 3.9776, -1.8898], [-4.0980, 3.0320, -4.2831], [-3.2822, 4.6086, -4.0815], [-1.3299, 2.8572, -4.0264], [-3.9037, -1.3806, -1.1785], [-2.9608, -2.4433, -3.0949], [6.5382, 2.0573, -0.2785], [5.3060, 1.1222, -0.1862], [4.0079, 1.7014, 0.3937], [4.1303, 2.1427, 1.6471], [3.0453, 0.7375, 0.4249], [5.6656, 0.0002, 0.4705], [5.0165, 0.7370, -1.4653], [7.5441, 1.9942, 0.7473], [7.3985, 2.7205, 1.9405], [7.2406, 1.8157, 3.1700], [6.2077, 0.9617, 3.0429], [7.0059, 2.5616, 4.2707], [6.4113, 3.6214, 1.8127], [8.5295, 3.4315, 2.0851], [7.0752, 1.7271, -1.1697], [6.2518, 3.0882, -0.4914], [3.6376, 2.5211, -0.2290], [8.1448, 1.2253, 3.3291], [-4.3901, -4.4435, 2.1883], [-4.3996, -4.6041, 3.7293], [-4.8918, -3.4170, 4.5701], [-4.1695, -2.2986, 4.3960], [-4.8060, -3.7251, 5.8838], [-3.1723, -5.0006, 4.1271], [-5.2367, -5.6401, 3.9985], [-3.1528, -4.0945, 1.5264], [-2.7453, -2.7629, 1.4152], [-1.4624, -2.4609, 2.2021], [-1.5789, -2.7716, 3.4969], [-1.1755, -1.1379, 2.1305], [-3.7628, -1.9444, 1.7187], [-2.4903, -2.5552, 0.0931], [-4.6032, -5.4407, 1.7995], [-5.2176, -3.8255, 1.8383], [-5.9392, -3.1942, 4.3464], [-0.6216, -3.0279, 1.7966]],
  "atomic_forces_ev_per_a": [[0.18, 1.02, 0.20], [0.31, -1.13, 0.68], [-0.49, -0.66, -0.53], [1.08, 0.23, -0.76], [0.52, -0.19, 1.39], [0.26, 0.47, 0.31], [-0.79, 0.12, -0.24], [0.15, 1.55, 0.58], [-0.64, -0.73, 0.69], [-3.97, 0.61, -1.33], [2.30, -0.48, 0.82], [-0.64, 0.23, 0.52], [-0.33, -0.79, -0.27], [0.16, 0.44, -0.71], [-0.04, 0.64, 0.64], [-0.38, 0.93, -0.14], [-0.45, -0.69, -0.53], [-0.07, 0.05, 0.46], [-0.22, -0.30, -0.90], [0.79, 0.10, -0.29], [-0.65, -0.53, -0.56], [0.59, -0.65, -0.31], [0.83, -0.05, 0.16], [-0.06, -0.91, 0.12], [0.28, 0.39, -0.32], [0.88, -0.17, -0.40], [0.26, 0.53, 0.57], [0.63, 0.37, -0.20], [0.96, -0.29, 0.57], [-0.48, 0.15, -0.19], [0.43, 0.09, 0.27], [0.08, -0.20, -0.24], [-0.25, 0.04, 0.14], [-0.29, 0.31, -0.10], [-1.03, -0.17, 0.61], [0.14, 0.20, -1.53], [0.17, -0.38, 0.52], [-0.20, 0.05, -0.35], [0.09, 0.27, -0.18], [-0.37, -0.10, 0.32], [0.15, -0.20, 0.29], [-0.07, -0.16, 0.13], [-0.21, -0.02, 0.25], [0.12, -0.02, -0.12], [0.12, 0.13, -0.14], [-0.23, -0.21, -0.59], [0.88, -0.17, -0.35], [-0.59, -0.02, 0.67], [0.38, 0.11, -0.49], [0.02, -0.30, -0.16], [0.07, 0.26, 0.10], [-0.32, 0.26, -0.08], [0.36, 0.97, 0.72], [-1.44, -1.55, 0.32], [0.67, -0.08, 0.27], [-0.40, -0.10, 0.02], [-0.20, 0.12, -0.37], [0.21, 0.43, 0.17], [0.53, 0.06, -0.14], [0.19, 0.02, 0.14], [0.12, 0.24, 0.19], [0.00, -0.09, -0.14], [-0.10, -0.03, -0.21]],
  "total_charge": 1
}

=====

[2]
{
  "formula": "C21H37O2Si",
  "method": "ωB97M-V/def2-TZVPD",
  "elements": ["C", "C", "C", "C", "O", "C", "C", "O", "Si", "C", "C", "C", "C", "C", "C", "H", "H", "H", "H", "H", "H", "H", "H", "H", "H", "H", "H", "H", "H", "H", "H", "H", "H", "H", "H", "H", "H", "H", "H", "H", "H", "C", "C", "C", "C", "C", "C", "C", "C", "C", "H", "H", "H", "H", "H", "H", "H", "H", "H", "H", "H"],
  "xyz": [[-5.5389, -0.1263, 0.5994], [-4.2114, -0.6630, 1.1294], [-3.1977, 0.4124, 1.5214], [-1.7779, -0.0743, 1.7147], [-1.5818, -0.8890, 0.5144], [-0.3933, -1.3587, 0.1680], [-0.3650, -1.9503, -1.0636], [0.5936, -1.0363, 0.9905], [2.2691, -0.8016, 0.5952], [2.7127, -1.4823, -1.0754], [2.3717, 1.0536, 0.6491], [3.3442, -1.6826, 1.9211], [3.9164, -3.0021, 1.3769], [2.4920, -1.9815, 3.1637], [4.4763, -0.7247, 2.3074], [-6.1338, -0.9540, 0.2063], [-6.1187, 0.3672, 1.3858], [-5.3724, 0.5860, -0.2116], [-4.3874, -1.3096, 2.0028], [-3.7541, -1.2999, 0.3689], [-3.1936, 1.2196, 0.7717], [-3.5214, 0.8796, 2.4612], [-1.0781, 0.7740, 1.7368], [-1.6608, -0.7282, 2.5833], [0.4922, -2.5248, -1.3790], [-1.3375, -2.1391, -1.4819], [3.7303, -1.1455, -1.3236], [2.7113, -2.5805, -1.0632], [2.0421, -1.1113, -1.8602], [3.3526, 1.4000, 0.2803], [1.5985, 1.5063, 0.0064], [2.2297, 1.4278, 1.6758], [4.5708, -2.8583, 0.5092], [4.5128, -3.4933, 2.1575], [3.1215, -3.7040, 1.0932], [2.0583, -1.0704, 3.5949], [1.6892, -2.6979, 2.9500], [3.1334, -2.4316, 3.9342], [4.0889, 0.1966, 2.7601], [5.1273, -1.2021, 3.0526], [5.1076, -0.4437, 1.4553], [-2.3679, -0.0508, -2.2818], [-1.0251, 0.5551, -2.4185], [-0.0121, -0.0624, -3.3117], [-0.8391, 1.8807, -1.9369], [0.4107, 2.5772, -2.0737], [0.5400, 3.9255, -1.7599], [-0.5519, 4.6518, -1.2754], [-1.7642, 3.9942, -1.0501], [-1.9178, 2.6482, -1.3682], [-2.6580, -0.0903, -1.2214], [-3.1451, 0.5335, -2.8113], [-2.3969, -1.0626, -2.6942], [0.9998, 0.3206, -3.1610], [0.0275, -1.1451, -3.1610], [-0.2528, 0.1029, -4.3723], [1.2842, 2.0444, -2.4630], [1.5121, 4.4027, -1.8933], [-0.4546, 5.7178, -1.0668], [-2.6151, 4.5354, -0.6277], [-2.8921, 2.1649, -1.2306]],
  "atomic_forces_ev_per_a": [[0.11, -0.11, 0.28], [0.16, -0.32, 0.14], [-0.52, 0.61, 0.52], [-0.25, -0.52, -0.84], [-0.21, 0.54, 1.12], [0.32, 0.47, -1.14], [0.32, -0.38, 1.42], [0.53, -0.55, -0.36], [-0.03, -0.39, 0.63], [0.01, 0.18, -0.32], [0.21, 0.36, -0.11], [-0.61, 0.27, -0.32], [0.02, -0.04, 0.07], [0.13, -0.10, 0.16], [0.19, 0.03, 0.16], [-0.03, 0.15, 0.04], [0.06, 0.01, -0.16], [-0.06, 0.05, -0.02], [0.00, 0.09, -0.23], [-0.17, -0.02, 0.06], [0.01, -0.19, 0.10], [0.04, 0.08, -0.16], [-0.04, -0.44, 0.07], [0.07, 0.23, -0.03], [-0.15, 0.13, -0.10], [0.15, -0.27, -0.06], [-0.15, -0.13, 0.10], [-0.02, 0.31, -0.14], [0.27, -0.19, 0.16], [-0.31, -0.05, 0.22], [0.20, -0.17, 0.26], [0.05, -0.07, -0.35], [-0.11, 0.02, 0.14], [-0.08, 0.09, -0.09], [0.12, 0.12, 0.03], [-0.02, -0.16, -0.09], [0.09, 0.22, 0.03], [-0.10, 0.07, -0.07], [0.08, -0.15, -0.09], [-0.07, 0.06, -0.12], [-0.08, -0.06, 0.07], [-0.44, -0.46, -0.31], [-0.27, 0.55, -0.56], [0.50, -0.60, -0.11], [0.41, 1.34, 0.62], [-0.25, -0.20, -0.22], [0.16, -0.31, -0.09], [0.10, -0.41, -0.02], [-0.43, -0.37, 0.02], [0.24, -0.33, -0.21], [0.08, -0.03, -0.27], [0.47, 0.00, 0.18], [-0.01, 0.31, 0.05], [-0.28, -0.04, -0.04], [-0.18, 0.40, -0.24], [-0.27, 0.26, 0.19], [-0.37, 0.33, 0.24], [-0.35, -0.08, 0.02], [-0.03, -0.32, -0.01], [0.32, -0.16, -0.22], [0.45, 0.34, -0.01]],
  "total_charge": 1
}

=====

[3]
{
  "formula": "C4H11NO2",
  "method": "ωB97M-V/def2-TZVPD",
  "elements": ["C", "C", "C", "C", "H", "H", "H", "H", "H", "H", "H", "H", "H", "H", "H", "N", "O", "O"],
  "xyz": [[0.9526, -1.7304, -0.3936], [1.8694, -0.6215, 0.0791], [1.8398, 1.7978, 0.0404], [-2.8601, -0.2102, 0.7477], [0.1487, -1.1622, -1.1805], [0.6502, -2.6958, 0.2446], [1.4264, -2.2606, -1.0293], [0.2216, 0.5718, -0.3600], [2.4997, 1.8539, 0.8771], [2.3555, 2.1379, -0.9215], [1.1480, 2.6936, 0.0303], [-3.2870, 0.3196, -1.0881], [-1.9104, -0.3343, 1.1689], [-3.3885, 0.5077, 1.2489], [-3.4561, -1.1541, 0.6348], [1.1985, 0.6257, -0.2152], [3.0475, -0.6576, 0.5699], [-2.4557, 0.3187, -0.4537]],
  "atomic_forces_ev_per_a": [[-4.61, 2.23, 2.28], [1.41, 2.15, 1.15], [0.44, 5.12, -2.66], [-0.04, -2.11, -0.87], [1.46, -2.10, 2.81], [-0.06, 2.94, -0.47], [4.04, -3.37, -4.89], [-0.77, 0.09, -0.12], [0.39, -0.30, 0.52], [0.46, -0.59, 1.25], [0.14, -1.18, 0.81], [2.75, 0.22, 1.76], [1.00, -0.93, 1.72], [-1.63, 1.59, 1.83], [0.67, 0.61, 0.33], [1.35, -4.84, 1.18], [-4.39, -0.14, -1.88], [-2.60, 0.62, -4.75]],
  "smiles": "CNC(C)=O.CO",
  "total_charge": 0
}

=====

Short version: LUMO = -3.627, -5.411, 0.513 eV, in the order given.
Short version: HOMO = -13.2, -11.1, -9.2 eV, in the order given.